Arrangement P

ORCA calculation (the ωB97M-V functional and the def2-TZVPD basis) on a 2-piece molecular cluster, C5H9FO overall.

## Properties
Molecular weight ... 104.1 g/mol
Frontier orbital gap (spin up / spin down) ... 9.15 / 8.66 eV
HOMO level (spin up / spin down) ... -8.029 / -7.801 eV

Bonds (Å) are listed after each position.
Positions of all 16 atoms, in Å:
1 C -1.4530 0.2225 -0.2997  C2 1.464, C3 1.538, O6 1.388, H8 1.164
2 C -0.4115 0.8022 0.5505  C1 1.464, O6 1.396, H9 1.013
3 C -2.8467 0.8694 -0.3651  C1 1.538, H10 1.057, H11 1.075, H12 1.069
4 C 2.3342 -1.2335 0.5659  C5 1.464, H13 1.120, H14 1.015, H15 1.068
5 C 2.1539 -0.2038 -0.4593  C4 1.464, F7 1.310, H16 1.135
6 O -1.0366 -0.4052 0.8663  C1 1.388, C2 1.396
7 F 2.8668 0.8928 -0.3843  C5 1.310
8 H -1.2434 -0.4439 -1.2306  C1 1.164
9 H -0.2570 1.6877 1.0177  C2 1.013
10 H -3.0406 1.6612 0.3074  C3 1.057
11 H -3.4536 -0.0040 -0.2057  C3 1.075
12 H -3.0148 1.2863 -1.3349  C3 1.069
13 H 3.0878 -0.9317 1.3373  C4 1.120
14 H 2.7893 -2.0545 0.1810  C4 1.015
15 H 1.4022 -1.5530 0.9792  C4 1.068
16 H 2.1230 -0.5926 -1.5257  C5 1.135

=====

Arrangement Q

ORCA calculation (the ωB97M-V functional and the def2-TZVPD basis) on a 2-piece molecular cluster, C5H9FO overall.

## Properties
Molecular weight ... 104.1 g/mol
Frontier orbital gap ... 10.71 eV
SMILES string ... CC(=O)F.C=CC
HOMO level ... -9.897 eV

Bonds (Å) are listed after each position.
Positions of all 16 atoms, in Å:
1 C 2.4999 -1.0311 0.3132  C2 1.476, H5 1.180, H6 1.159, H7 1.122
2 C 2.5911 0.3944 -0.0569  C1 1.476, O3 1.168, F4 1.391
3 O 2.8864 1.2727 0.6538  C2 1.168
4 F 2.1905 0.6948 -1.3551  C2 1.391
5 H 1.6005 -1.3212 -0.3935  C1 1.180
6 H 3.4539 -1.6325 0.0443  C1 1.159
7 H 2.2753 -1.1439 1.4067  C1 1.122
8 C -1.4404 0.2398 1.1635  C9 1.273, H11 1.056, H12 1.051
9 C -1.8172 0.8333 0.1018  C8 1.273, C10 1.493, H13 1.037
10 C -2.4401 0.0720 -1.0209  C9 1.493, H14 1.118, H15 1.069, H16 1.101
11 H -1.3463 -0.8119 1.1744  C8 1.056
12 H -0.9067 0.7383 1.9200  C8 1.051
13 H -1.6871 1.8573 0.0035  C9 1.037
14 H -2.0138 0.4556 -1.9809  C10 1.118
15 H -2.3476 -0.9828 -0.8728  C10 1.069
16 H -3.4985 0.3652 -1.1008  C10 1.101

=====

Most stable = arrangement Q